The following is a DFT calculation (ωB97M-V/def2-TZVPD) of a gas-phase ion, C6H11N2O (charge +1) at a distorted geometry.

Structure (ORCA input):
```
! wB97M-V def2-TZVPD RIJCOSX def2/J DEFGRID3
* xyz 1 1
H -0.0241 -0.9955 -2.4108
H 2.4989 0.4687 1.6154
H 2.3653 -0.3833 -1.2867
H -0.5929 -2.2146 0.3985
H -2.3050 -1.2697 -1.1224
O -0.7236 -0.6620 1.7286
H 1.8075 2.0920 1.5418
C -0.1356 0.9771 0.2110
C -1.9388 -0.6538 -0.3015
H -2.1258 -2.0314 1.3064
H -0.5896 1.6920 0.8665
C -1.2964 -1.4775 0.8332
C 2.1962 1.2727 0.9411
H 3.0625 1.6120 0.3734
N 1.1800 0.8019 0.0438
C 1.3813 -0.0587 -1.0085
N -0.8565 0.2843 -0.8260
H -1.3736 0.9409 -1.4258
C 0.2080 -0.3655 -1.5775
H -2.7378 -0.0296 0.0993
*
```

Values from the calculation:
Energy relative to the best compared isomer or geometry (same formula, charge and spin) (kcal/mol): 99.9
SMILES: C[N+]1=C[N@H+](CC[O-])C=C1
DFT total energy (eV): -11417.83411

Atomic partial charges in e from the Löwdin method, atoms 1 to 5:
1. H 0.14
2. H 0.12
3. H 0.15
4. H 0.12
5. H 0.14